{
  "formula": "C19H58GaN10O4P4S",
  "method": "wB97M-V/def2-TZVPD",
  "total_charge": -1,
  "lumo_ev": 0.231,
  "energy_ha": -5295.4052,
  "homo_lumo_gap_ev": 4.521,
  "spin_multiplicity": 1,
  "e_homo_ev": -4.3,
  "elements": ["N", "C", "O", "Ga", "P", "S", "H", "H", "H", "H", "O", "P", "N", "C", "C", "N", "C", "C", "N", "C", "C", "H", "H", "H", "H", "H", "H", "H", "H", "H", "H", "H", "H", "H", "H", "H", "H", "H", "H", "O", "P", "N", "C", "C", "N", "C", "C", "N", "C", "C", "H", "H", "H", "H", "H", "H", "H", "H", "H", "H", "H", "H", "H", "H", "H", "H", "H", "H", "O", "P", "N", "C", "C", "N", "C", "C", "N", "C", "C", "H", "H", "H", "H", "H", "H", "H", "H", "H", "H", "H", "H", "H", "H", "H", "H", "H", "H"],
  "xyz": [[-3.608, -3.056, -7.335], [-2.575, -3.620, -7.053], [-1.583, -4.501, -6.641], [-1.877, -5.067, -4.826], [-1.207, -3.296, -3.439], [-2.560, -3.052, -2.003], [-0.988, -6.410, -4.648], [-3.441, -5.328, -4.499], [0.066, -3.495, -2.797], [-1.215, -2.050, -4.189], [1.097, -0.257, -2.892], [1.665, 1.138, -2.586], [0.295, 1.561, -1.616], [-0.357, 2.853, -1.492], [0.189, 0.818, -0.359], [1.385, 1.702, -4.204], [0.576, 2.856, -4.559], [1.206, 0.689, -5.250], [2.414, 2.709, -2.226], [3.615, 2.959, -3.068], [2.924, 2.812, -0.838], [0.243, 3.604, -0.965], [-1.300, 2.762, -0.942], [-0.655, 3.273, -2.448], [0.967, 1.109, 0.359], [0.289, -0.257, -0.527], [-0.780, 0.961, 0.126], [-0.494, 2.637, -4.483], [0.775, 3.164, -5.592], [0.820, 3.734, -3.959], [0.205, 0.249, -5.212], [1.948, -0.106, -5.158], [1.350, 1.118, -6.248], [4.364, 2.171, -2.929], [4.069, 3.923, -2.819], [3.383, 3.014, -4.131], [3.566, 1.963, -0.585], [2.122, 2.863, -0.103], [3.496, 3.734, -0.697], [4.660, 0.953, 1.721], [5.660, -0.044, 2.329], [5.200, 0.372, 3.946], [6.041, 0.461, 5.127], [3.847, -0.045, 4.318], [7.029, 0.925, 1.882], [8.024, 1.442, 2.807], [6.833, 1.925, 0.828], [6.792, -1.260, 2.957], [7.679, -1.799, 1.889], [6.121, -2.463, 3.503], [6.408, -0.508, 5.485], [5.496, 0.916, 5.961], [6.898, 1.114, 4.992], [3.765, -1.134, 4.423], [3.118, 0.264, 3.565], [3.520, 0.404, 5.260], [7.642, 2.298, 3.373], [8.916, 1.779, 2.265], [8.392, 0.677, 3.491], [6.310, 2.809, 1.209], [6.267, 1.509, -0.007], [7.790, 2.252, 0.408], [7.094, -2.250, 1.081], [8.357, -2.556, 2.295], [8.324, -1.039, 1.450], [5.402, -2.877, 2.790], [5.598, -2.258, 4.436], [6.850, -3.240, 3.752], [-6.024, -2.104, 2.749], [-6.660, -1.491, 1.490], [-5.679, -0.069, 1.598], [-6.045, 1.299, 1.276], [-4.256, -0.287, 1.334], [-8.167, -1.184, 2.299], [-8.796, 0.119, 2.426], [-8.439, -1.935, 3.527], [-7.394, -0.867, -0.003], [-8.566, -1.680, -0.430], [-6.484, -0.916, -1.176], [-6.186, 1.480, 0.204], [-5.271, 1.998, 1.612], [-6.939, 1.634, 1.793], [-4.064, -0.514, 0.279], [-3.866, -1.122, 1.921], [-3.649, 0.583, 1.603], [-8.300, 0.735, 3.184], [-9.846, 0.014, 2.725], [-8.834, 0.656, 1.477], [-7.881, -1.527, 4.377], [-8.184, -2.989, 3.407], [-9.505, -1.912, 3.779], [-8.283, -2.726, -0.589], [-8.992, -1.287, -1.357], [-9.380, -1.662, 0.294], [-6.046, -1.910, -1.301], [-5.673, -0.193, -1.103], [-7.014, -0.651, -2.095]]
}